[1]
{
  "formula": "C23H61NO15",
  "method": "wB97M-V/def2-TZVPD",
  "species": ["C", "C", "C", "C", "C", "C", "C", "C", "C", "N", "O", "H", "H", "H", "H", "H", "H", "H", "H", "H", "H", "H", "H", "H", "H", "H", "H", "H", "H", "H", "O", "C", "C", "O", "H", "H", "H", "H", "H", "H", "O", "C", "C", "O", "H", "H", "H", "H", "H", "H", "O", "C", "C", "O", "H", "H", "H", "H", "H", "H", "O", "C", "C", "O", "H", "H", "H", "H", "H", "H", "O", "C", "C", "O", "H", "H", "H", "H", "H", "H", "O", "C", "C", "O", "H", "H", "H", "H", "H", "H", "O", "C", "C", "O", "H", "H", "H", "H", "H", "H"],
  "coordinates": [[-1.088, 6.226, -0.832], [-2.620, 6.432, -0.578], [-2.972, 7.669, 0.215], [-3.212, 6.598, -1.994], [-4.696, 6.606, -2.145], [-5.397, 5.382, -1.506], [-4.719, 5.065, -0.087], [-5.406, 5.860, 1.087], [-5.065, 3.574, 0.041], [-3.239, 5.185, -0.136], [-2.706, 4.767, 1.092], [-0.834, 5.272, -1.295], [-0.722, 7.144, -1.293], [-0.624, 6.216, 0.154], [-2.340, 8.476, -0.157], [-3.923, 8.139, -0.037], [-2.754, 7.709, 1.282], [-2.858, 7.500, -2.492], [-2.906, 5.807, -2.678], [-5.158, 7.577, -1.967], [-4.796, 6.456, -3.220], [-5.177, 4.518, -2.133], [-6.483, 5.405, -1.424], [-5.501, 6.884, 0.727], [-4.806, 5.824, 1.997], [-6.336, 5.356, 1.351], [-4.696, 2.884, -0.718], [-6.137, 3.406, 0.149], [-4.720, 3.171, 0.993], [-2.009, 4.131, 0.913], [-3.336, 1.547, 6.989], [-3.684, 2.527, 7.981], [-4.908, 2.214, 8.874], [-5.940, 2.299, 8.003], [-2.539, 1.735, 6.489], [-2.909, 2.607, 8.743], [-3.766, 3.564, 7.655], [-5.067, 2.970, 9.642], [-4.891, 1.244, 9.372], [-5.705, 1.683, 7.304], [1.747, -3.582, -0.424], [0.866, -2.495, -0.711], [0.901, -1.590, 0.474], [1.721, -0.404, 0.352], [2.054, -4.021, -1.221], [0.985, -2.017, -1.683], [-0.183, -2.717, -0.904], [1.234, -2.071, 1.393], [-0.073, -1.146, 0.681], [2.622, -0.732, 0.379], [-1.719, -8.415, -0.774], [-1.330, -8.732, 0.525], [-2.260, -8.017, 1.614], [-3.242, -8.980, 2.017], [-2.571, -8.800, -0.990], [-1.308, -9.811, 0.678], [-0.277, -8.460, 0.600], [-2.735, -7.201, 1.070], [-1.638, -7.783, 2.478], [-4.060, -8.728, 1.581], [7.979, -3.705, 2.890], [8.775, -4.694, 2.318], [8.015, -5.864, 1.490], [7.480, -5.518, 0.330], [8.582, -2.967, 3.008], [9.485, -4.172, 1.676], [9.361, -5.201, 3.084], [7.344, -6.356, 2.194], [8.828, -6.580, 1.374], [6.845, -4.814, 0.479], [2.134, 4.203, 6.414], [2.789, 5.366, 5.848], [2.012, 6.671, 5.991], [2.234, 7.215, 7.257], [2.238, 4.187, 7.368], [3.841, 5.481, 6.107], [2.823, 5.186, 4.773], [0.958, 6.618, 5.716], [2.486, 7.279, 5.220], [1.934, 6.517, 7.844], [1.509, -0.475, -10.712], [1.633, -1.721, -10.090], [0.448, -2.169, -9.122], [-0.075, -1.063, -8.397], [2.194, -0.426, -11.383], [1.523, -2.391, -10.942], [2.627, -1.968, -9.715], [0.587, -3.045, -8.488], [-0.473, -2.477, -9.617], [0.274, -0.301, -8.864], [6.534, -8.599, -4.976], [5.761, -8.473, -6.216], [4.308, -8.806, -6.033], [3.715, -7.727, -5.214], [6.103, -8.001, -4.360], [5.960, -7.429, -6.455], [6.305, -8.923, -7.047], [4.014, -9.780, -5.643], [3.734, -8.823, -6.959], [3.088, -8.181, -4.646]],
  "atomic_forces_ev_per_a": [[-0.9, 0.6, 2.1], [-0.6, -0.7, -1.9], [1.0, 1.7, -0.1], [0.4, 0.2, -0.4], [-1.7, -0.5, -0.9], [2.2, 0.8, 1.1], [-1.3, -1.0, -0.5], [0.9, -0.6, -1.0], [0.0, -0.7, 1.7], [-0.1, -0.6, -0.9], [-0.1, 0.4, 1.1], [-0.2, 0.3, -0.5], [0.2, -0.4, -0.5], [0.3, -0.1, 0.1], [0.6, 0.1, -0.2], [-0.4, -0.7, 0.4], [-0.4, -0.6, 0.1], [0.3, 0.3, 0.3], [0.6, -0.4, 0.5], [-0.1, -0.1, 0.5], [-0.5, 0.3, -0.2], [0.1, 0.0, -0.1], [0.1, 0.4, 0.2], [-0.5, 0.0, 0.5], [0.2, 0.1, -0.2], [-0.3, 0.4, -0.3], [0.2, 0.5, -0.3], [-0.2, 0.3, -0.5], [0.4, 0.0, 0.2], [-0.1, -0.1, -0.4], [-1.5, 0.0, 0.7], [2.0, 0.3, 2.5], [1.6, 0.0, -0.9], [-3.0, -0.3, -1.3], [0.0, 0.5, 0.3], [0.9, -0.2, -0.1], [-0.4, -0.2, -0.8], [0.5, 0.2, 0.0], [0.5, -0.3, 0.1], [-0.4, 0.0, -0.4], [-0.3, 0.1, -0.3], [-0.5, -0.2, -0.4], [0.0, 2.2, 0.7], [0.1, -0.6, -0.3], [-0.2, 0.1, -0.2], [1.3, 0.5, 0.1], [-0.3, -1.3, 0.7], [-0.2, -0.7, -0.2], [-0.2, -0.3, -0.1], [0.3, 0.2, -0.1], [-0.1, 0.3, -1.0], [-0.2, 0.4, 1.3], [1.3, -2.2, -1.5], [-0.2, 0.5, 0.0], [0.0, -0.2, 0.1], [-0.4, -0.2, 0.3], [-0.1, 0.5, 0.1], [0.3, 0.4, 0.5], [-0.3, 0.5, 0.0], [-0.1, -0.2, 0.2], [-0.9, 0.4, 0.2], [0.2, -1.6, -1.3], [2.7, 0.7, 4.4], [-1.2, 0.9, -2.7], [-0.4, 0.3, 0.2], [0.2, -0.4, -0.5], [0.0, -0.3, 0.2], [-0.5, 0.1, 0.1], [0.0, -0.1, -0.6], [-0.2, 0.1, -0.1], [0.5, 0.7, -0.2], [-1.3, -0.6, -1.1], [1.4, -0.6, -0.8], [-0.3, 0.4, 0.5], [0.2, 0.0, 0.1], [-0.1, 0.0, 0.7], [-0.2, -0.4, -0.1], [-0.1, -0.4, 0.2], [0.0, 0.7, 0.3], [-0.1, 0.2, 0.5], [-0.4, 1.3, 1.0], [-1.0, -3.2, -0.7], [-1.0, 1.3, -1.0], [0.9, 0.3, 0.8], [0.0, 0.1, 0.0], [0.1, -0.9, 0.2], [0.0, 0.6, 0.6], [1.1, 0.4, 0.3], [0.4, -0.3, -1.4], [-0.2, 0.4, 0.1], [-0.5, -0.8, -1.0], [1.5, 0.9, 1.1], [-1.3, 1.1, -0.2], [0.6, -1.2, -0.3], [-0.1, 0.1, 0.1], [-1.1, 0.4, -0.3], [-0.3, -1.0, 0.4], [0.9, -0.1, 0.6], [0.4, 0.4, -0.6], [-0.1, 0.3, 0.2]],
  "lowdin_charge": [-0.020, -0.505, -0.035, -0.177, -0.203, -0.101, -0.457, -0.015, -0.074, -0.112, -0.023, 0.088, 0.082, 0.071, 0.080, 0.074, 0.092, 0.124, 0.122, 0.105, 0.105, 0.103, 0.118, 0.064, 0.076, 0.076, 0.083, 0.080, 0.074, 0.104, -0.057, -0.239, -0.282, -0.056, 0.087, 0.101, 0.118, 0.124, 0.118, 0.086, -0.056, -0.254, -0.236, -0.081, 0.084, 0.123, 0.108, 0.123, 0.116, 0.074, -0.074, -0.251, -0.195, -0.085, 0.086, 0.110, 0.109, 0.115, 0.110, 0.076, -0.068, -0.245, -0.300, -0.017, 0.084, 0.111, 0.104, 0.113, 0.114, 0.104, -0.069, -0.230, -0.271, -0.050, 0.071, 0.122, 0.112, 0.122, 0.116, 0.078, -0.062, -0.238, -0.207, -0.081, 0.094, 0.105, 0.112, 0.111, 0.103, 0.063, -0.085, -0.219, -0.208, -0.088, 0.068, 0.114, 0.118, 0.118, 0.108, 0.073],
  "e_homo_ev": -8.3,
  "charge": 0,
  "fmax_ev_per_a": 5.25,
  "total_energy_ev": -57033.2643,
  "lumo_ev": 0.2,
  "relative_energy_kj_mol": 536.4
}

***

[2]
{
  "formula": "C5H6BrN2O4",
  "method": "wB97M-V/def2-TZVPD",
  "species": ["C", "C", "C", "C", "C", "N", "N", "O", "O", "O", "O", "Br", "H", "H", "H", "H", "H", "H"],
  "coordinates": [[-0.118, 3.557, -0.136], [1.133, -0.248, -0.953], [-0.824, -0.368, 0.794], [0.037, -1.181, -0.255], [-0.112, 0.513, 1.762], [0.967, 0.920, 2.134], [-0.413, 2.416, -0.316], [2.306, -0.497, -0.601], [-0.132, 4.729, 0.169], [0.694, 0.628, -1.775], [0.582, -2.243, 0.401], [-1.495, 1.211, 2.875], [-1.374, 0.292, 0.103], [-1.502, -1.063, 1.347], [-0.696, -1.504, -1.036], [1.878, 0.894, 1.794], [1.535, -2.377, 0.045], [-0.090, 1.780, -1.063]],
  "atomic_forces_ev_per_a": [[-1.6, 3.2, 1.1], [-0.3, -0.3, 0.1], [0.7, -0.9, -2.4], [-0.8, 1.9, -0.1], [-0.4, -0.7, 0.0], [0.2, 1.0, 1.1], [0.1, 0.7, 0.0], [-0.7, 0.2, -0.6], [0.9, -2.5, -0.8], [0.6, -1.1, 0.7], [2.9, -2.0, -0.2], [-1.8, 0.7, 1.3], [-0.4, -0.1, 0.8], [0.5, 0.7, -0.5], [0.5, 0.2, 0.3], [1.3, -1.0, -1.5], [-2.1, 0.8, 0.8], [0.5, -0.8, -0.3]],
  "lowdin_charge": [-0.372, -0.609, -0.216, -0.347, -0.836, 0.107, 0.195, -0.032, 0.050, -0.090, -0.063, 0.653, 0.094, 0.107, 0.139, 0.054, 0.134, 0.029],
  "e_homo_ev": -5.7,
  "charge": -1,
  "fmax_ev_per_a": 3.79,
  "total_energy_ev": -86496.4810,
  "lumo_ev": 3.2,
  "relative_energy_kj_mol": 20.7
}

***

[3]
{
  "formula": "H10IO5",
  "method": "wB97M-V/def2-TZVPD",
  "species": ["I", "O", "H", "H", "O", "H", "H", "O", "H", "H", "O", "H", "H", "O", "H", "H"],
  "coordinates": [[5.266, -30.524, 11.332], [2.050, -31.879, 9.955], [2.875, -31.640, 10.409], [2.318, -31.970, 9.037], [8.539, -31.059, 9.998], [7.727, -30.809, 10.486], [8.751, -31.930, 10.347], [2.696, -27.975, 11.554], [3.045, -27.353, 12.202], [3.463, -28.551, 11.386], [4.347, -32.240, 14.447], [4.698, -31.821, 13.638], [4.964, -31.973, 15.134], [5.202, -27.641, 13.485], [6.015, -27.393, 13.934], [5.411, -28.493, 13.048]],
  "atomic_forces_ev_per_a": [[0.1, -0.1, 0.1], [0.1, -0.1, 0.0], [-0.1, 0.1, 0.0], [0.0, 0.0, 0.0], [-0.1, 0.1, 0.2], [0.2, -0.1, -0.3], [0.0, 0.0, 0.0], [0.2, 0.1, 0.0], [0.0, -0.1, 0.0], [-0.3, 0.0, 0.0], [0.2, 0.0, 0.0], [-0.2, 0.0, 0.1], [0.0, 0.0, 0.0], [0.1, -0.2, 0.0], [0.0, 0.0, 0.0], [-0.2, 0.3, 0.0]],
  "lowdin_charge": [0.182, -0.113, -0.101, 0.017, -0.148, -0.156, 0.012, -0.124, 0.003, -0.119, -0.124, -0.124, 0.013, -0.123, 0.019, -0.114],
  "e_homo_ev": -5.2,
  "charge": -1,
  "fmax_ev_per_a": 0.36,
  "total_energy_ev": -18504.1963,
  "lumo_ev": 3.2,
  "relative_energy_kj_mol": 12.9
}

***

[4]
{
  "formula": "C35H39N2OPPd",
  "method": "wB97M-V/def2-TZVPD",
  "species": ["Pd", "C", "C", "C", "C", "C", "C", "P", "C", "C", "C", "C", "C", "C", "C", "C", "C", "C", "C", "C", "H", "H", "H", "H", "H", "H", "H", "H", "H", "H", "H", "H", "H", "H", "C", "C", "C", "C", "N", "N", "C", "H", "H", "H", "H", "H", "H", "H", "H", "C", "C", "C", "C", "C", "C", "C", "C", "C", "C", "C", "C", "O", "H", "H", "H", "H", "H", "H", "H", "H", "H", "H", "H", "H", "H", "H", "H", "H", "H"],
  "coordinates": [[-0.328, -0.176, -1.050], [-2.549, -3.546, 5.458], [-3.532, -2.956, 4.676], [-3.175, -2.241, 3.542], [-1.838, -2.121, 3.168], [-0.859, -2.716, 3.959], [-1.213, -3.422, 5.099], [-1.463, -1.224, 1.618], [0.277, -0.710, 1.875], [1.381, -1.400, 1.372], [2.668, -0.939, 1.621], [2.868, 0.194, 2.392], [1.776, 0.884, 2.901], [0.490, 0.446, 2.629], [-1.299, -2.567, 0.391], [-1.658, -3.890, 0.627], [-1.558, -4.825, -0.397], [-1.100, -4.435, -1.646], [-0.740, -3.111, -1.880], [-0.838, -2.164, -0.869], [-2.822, -4.099, 6.347], [-4.574, -3.045, 4.953], [-3.943, -1.771, 2.937], [0.185, -2.625, 3.684], [-0.444, -3.878, 5.709], [1.236, -2.296, 0.782], [3.517, -1.470, 1.209], [3.871, 0.553, 2.579], [1.928, 1.776, 3.496], [-0.362, 1.001, 3.009], [-2.013, -4.195, 1.604], [-1.835, -5.855, -0.214], [-1.022, -5.163, -2.444], [-0.379, -2.825, -2.862], [-5.138, 2.386, 0.113], [-4.007, 2.066, -0.804], [-3.722, 2.485, -2.085], [-2.522, 1.841, -2.446], [-2.109, 1.084, -1.440], [-3.016, 1.227, -0.455], [-1.766, 1.903, -3.728], [-5.791, 3.123, -0.348], [-4.777, 2.793, 1.058], [-5.730, 1.496, 0.331], [-4.302, 3.167, -2.683], [-2.884, 0.697, 0.401], [-1.648, 2.937, -4.054], [-2.301, 1.364, -4.511], [-0.778, 1.462, -3.603], [0.423, 3.868, -1.612], [0.744, 3.034, -0.368], [0.687, 3.912, 0.878], [2.057, 2.300, -0.550], [3.214, 2.693, 0.106], [4.421, 2.046, -0.114], [4.475, 0.990, -1.010], [3.347, 0.558, -1.695], [3.480, -0.578, -2.689], [2.713, -1.828, -2.258], [3.104, -0.164, -4.114], [2.120, 1.217, -1.462], [1.024, 0.865, -2.145], [-0.572, 4.314, -1.531], [0.461, 3.256, -2.510], [1.152, 4.677, -1.714], [-0.047, 2.283, -0.266], [1.370, 4.762, 0.798], [0.942, 3.353, 1.779], [-0.320, 4.315, 1.000], [3.178, 3.518, 0.806], [5.315, 2.368, 0.405], [5.420, 0.490, -1.194], [4.544, -0.840, -2.699], [1.640, -1.638, -2.243], [3.013, -2.152, -1.260], [2.899, -2.650, -2.953], [2.042, 0.069, -4.178], [3.327, -0.975, -4.811], [3.667, 0.717, -4.425]],
  "atomic_forces_ev_per_a": [[0.0, 0.0, 0.0], [0.0, 0.0, 0.0], [0.0, 0.0, 0.0], [0.0, 0.0, 0.0], [0.0, 0.0, 0.0], [0.0, 0.0, 0.0], [0.0, 0.0, 0.0], [0.0, 0.0, 0.0], [0.0, 0.0, 0.0], [0.0, 0.0, 0.0], [0.0, 0.0, 0.0], [0.0, 0.0, 0.0], [0.0, 0.0, 0.0], [0.0, 0.0, 0.0], [0.0, 0.0, 0.0], [0.0, 0.0, 0.0], [0.0, 0.0, 0.0], [0.0, 0.0, 0.0], [0.0, 0.0, 0.0], [0.0, 0.0, 0.0], [0.0, 0.0, 0.0], [0.0, 0.0, 0.0], [0.0, 0.0, 0.0], [0.0, 0.0, 0.0], [0.0, 0.0, 0.0], [0.0, 0.0, 0.0], [0.0, 0.0, 0.0], [0.0, 0.0, 0.0], [0.0, 0.0, 0.0], [0.0, 0.0, 0.0], [0.0, 0.0, 0.0], [0.0, 0.0, 0.0], [0.0, 0.0, 0.0], [0.0, 0.0, 0.0], [0.0, 0.0, 0.0], [0.0, 0.0, 0.0], [0.0, 0.0, 0.0], [0.0, 0.0, 0.0], [0.0, 0.0, 0.0], [0.0, 0.0, 0.0], [0.0, 0.0, 0.0], [0.0, 0.0, 0.0], [0.0, 0.0, 0.0], [0.0, 0.0, 0.0], [0.0, 0.0, 0.0], [0.0, 0.0, 0.0], [0.0, 0.0, 0.0], [0.0, 0.0, 0.0], [0.0, 0.0, 0.0], [0.0, 0.0, 0.0], [0.0, 0.0, 0.0], [0.0, 0.0, 0.0], [0.0, 0.0, 0.0], [0.0, 0.0, 0.0], [0.0, 0.0, 0.0], [0.0, 0.0, 0.0], [0.0, 0.0, 0.0], [0.0, 0.0, 0.0], [0.0, 0.0, 0.0], [0.0, 0.0, 0.0], [0.0, 0.0, 0.0], [0.0, 0.0, 0.0], [0.0, 0.0, 0.0], [0.0, 0.0, 0.0], [0.0, 0.0, 0.0], [0.0, 0.0, 0.0], [0.0, 0.0, 0.0], [0.0, 0.0, 0.0], [0.0, 0.0, 0.0], [0.0, 0.0, 0.0], [0.0, 0.0, 0.0], [0.0, 0.0, 0.0], [0.0, 0.0, 0.0], [0.0, 0.0, 0.0], [0.0, 0.0, 0.0], [0.0, 0.0, 0.0], [0.0, 0.0, 0.0], [0.0, 0.0, 0.0], [0.0, 0.0, 0.0]],
  "lowdin_charge": [0.941, -0.088, -0.088, -0.115, -0.390, -0.079, -0.078, 1.056, -0.420, -0.106, -0.073, -0.082, -0.089, -0.113, -0.428, -0.089, -0.093, -0.094, -0.130, -0.274, 0.102, 0.102, 0.096, 0.105, 0.104, 0.100, 0.106, 0.106, 0.105, 0.103, 0.098, 0.099, 0.100, 0.091, -0.020, -0.300, 0.019, -0.331, -0.019, 0.040, -0.027, 0.080, 0.082, 0.083, 0.112, 0.077, 0.083, 0.084, 0.053, -0.052, -0.378, -0.075, -0.132, -0.052, -0.094, -0.047, -0.141, -0.367, -0.059, -0.060, -0.292, -0.237, 0.080, 0.062, 0.088, 0.091, 0.078, 0.058, 0.080, 0.103, 0.099, 0.109, 0.124, 0.033, 0.072, 0.083, 0.068, 0.076, 0.082],
  "e_homo_ev": [-7.5, -7.6],
  "charge": 0,
  "fmax_ev_per_a": 0.05,
  "total_energy_ev": -54723.3203,
  "lumo_ev": [0.5, -1.3],
  "relative_energy_kj_mol": 7.6,
  "multiplicity": 3
}

***

[5]
{
  "formula": "C9H7NO4",
  "method": "wB97M-V/def2-TZVPD",
  "species": ["C", "C", "C", "C", "C", "C", "C", "C", "C", "N", "O", "O", "O", "O", "H", "H", "H", "H", "H", "H", "H"],
  "coordinates": [[-0.668, 1.880, -0.648], [-0.972, 0.779, -1.459], [-0.031, 1.668, 0.574], [-0.566, -0.506, -1.077], [0.269, 0.362, 0.966], [0.795, -2.896, 1.199], [0.025, -1.892, 0.793], [-2.068, 0.792, 2.029], [-4.684, 0.046, -1.183], [-0.049, -0.693, 0.221], [-5.268, -0.661, -0.474], [-2.932, 0.755, 1.296], [-4.098, 0.744, -1.898], [1.960, -3.351, 0.684], [-0.752, 2.895, -1.015], [-1.367, 0.852, -2.399], [0.325, 2.521, 1.041], [-0.906, -1.492, -1.534], [0.759, 0.013, 1.943], [0.484, -3.565, 2.059], [2.011, -2.866, -0.178]],
  "atomic_forces_ev_per_a": [[0.4, -0.1, -0.2], [2.0, -1.5, 2.5], [0.2, -2.2, -2.2], [-1.5, -0.3, 0.5], [1.7, 2.1, 2.3], [-2.0, 0.1, 1.1], [0.2, -1.4, 1.0], [-1.3, -0.2, 0.2], [-0.1, -0.2, 0.2], [-0.4, -1.8, -1.8], [0.1, 0.1, -0.1], [0.5, 0.0, 0.3], [0.0, 0.0, 0.0], [0.7, 0.9, -1.7], [-0.4, -0.1, 0.0], [-1.1, 0.5, -2.2], [0.5, 1.1, 1.5], [0.7, 1.7, 0.3], [-0.9, 1.2, -1.5], [0.2, 0.8, -1.2], [0.6, -0.7, 0.9]],
  "lowdin_charge": [-0.101, -0.071, -0.109, -0.015, -0.142, -0.249, -0.067, 0.039, -0.423, -0.132, 0.205, 0.064, 0.194, -0.015, 0.104, 0.071, 0.092, 0.150, 0.168, 0.119, 0.117],
  "e_homo_ev": [-6.9, -6.9],
  "charge": 0,
  "fmax_ev_per_a": 3.58,
  "total_energy_ev": -19122.3159,
  "lumo_ev": [0.2, 0.2],
  "relative_energy_kj_mol": 324.5
}

***

[6]
{
  "formula": "C3H4N2O",
  "method": "wB97M-V/def2-TZVPD",
  "species": ["O", "C", "C", "N", "C", "N", "H", "H", "H", "H"],
  "coordinates": [[2.545, -0.039, -0.581], [1.968, -1.194, -0.577], [0.591, -1.025, 0.069], [0.139, 0.157, 0.093], [-1.136, 0.642, 0.335], [-2.072, 0.406, -0.486], [1.942, 0.661, -0.193], [0.067, -1.920, 0.404], [-1.163, 1.337, 1.184], [-2.881, 0.974, -0.248]],
  "atomic_forces_ev_per_a": [[0.0, -0.2, 0.0], [0.2, 0.4, 0.1], [-0.2, 0.4, 0.1], [0.4, -0.3, -0.1], [-0.2, -0.1, -0.2], [0.1, 0.2, 0.3], [0.1, -0.2, -0.1], [-0.2, 0.1, -0.1], [-0.1, -0.1, -0.1], [-0.1, -0.1, 0.1]],
  "lowdin_charge": [-0.005, -0.063, -0.132, 0.029, -0.310, 0.104, 0.103, 0.110, 0.121, 0.043],
  "e_homo_ev": -9.1,
  "charge": 0,
  "fmax_ev_per_a": 0.53,
  "total_energy_ev": -8199.6622,
  "lumo_ev": -0.7,
  "relative_energy_kj_mol": 407.5
}